1.
{
  "formula": "C13H19BrInSi",
  "method": "wB97M-V/def2-TZVPD",
  "energy_ha": -3560.4047,
  "homo_lumo_gap_ev": 5.99,
  "lumo_energy_ev": 2.508,
  "de_lowest_kcal_mol": 0.0,
  "charge": -1,
  "symbols": ["C", "C", "C", "H", "C", "C", "H", "H", "H", "H", "In", "Br", "C", "C", "C", "H", "C", "C", "H", "H", "H", "H", "C", "Si", "C", "C", "H", "H", "H", "H", "H", "H", "H", "H", "H"],
  "xyz": [[-2.26558, -0.58531, -0.50779], [-3.03841, -1.06426, 0.60017], [-3.44906, 0.05746, 1.36913], [-3.28299, -2.10538, 0.77433], [-2.85148, 1.22324, 0.80118], [-2.11996, 0.83565, -0.35951], [-1.57689, 1.50893, -1.03296], [-1.86838, -1.20320, -1.32208], [-4.07177, 0.03162, 2.25295], [-2.96223, 2.24531, 1.14674], [0.72347, -0.04387, -0.97333], [0.80657, -2.60108, -1.09202], [1.87441, 0.93960, -2.73603], [0.74875, 1.70698, -3.19626], [-0.21675, 0.82830, -3.72241], [0.73658, 2.79338, -3.29140], [0.25219, -0.49645, -3.62275], [1.59717, -0.45498, -3.10353], [2.36386, -1.22642, -3.21038], [2.85899, 1.32680, -2.44349], [-1.10394, 1.13028, -4.27661], [-0.25404, -1.38984, -3.98724], [3.06408, -0.35610, 2.06631], [1.22200, -0.14964, 1.69976], [0.28559, -1.67231, 2.34175], [0.58467, 1.25645, 2.80320], [3.52258, -1.08391, 1.37606], [3.19666, -0.71911, 3.10216], [3.58718, 0.61077, 1.97147], [0.77077, -2.04387, 3.25851], [-0.76290, -1.44222, 2.57827], [0.27559, -2.48975, 1.60652], [0.91413, 1.09670, 3.84519], [0.95378, 2.23780, 2.47181], [-0.51461, 1.29845, 2.81229]],
  "forces_ev_per_angstrom": [[0.036, -0.093, 0.595], [0.328, 0.794, -0.775], [1.083, 0.238, -0.788], [-0.060, 0.112, 0.007], [0.112, -0.620, -0.174], [-0.163, -0.267, 0.223], [-0.489, -0.124, 0.022], [-0.286, 0.273, 0.310], [-0.029, 0.009, -0.009], [-0.003, -0.119, 0.053], [-0.561, -0.256, 2.494], [0.048, -1.390, 0.261], [-0.073, -0.283, -1.280], [0.209, -0.001, -0.192], [0.350, 0.237, -0.226], [-0.177, -0.344, 0.450], [1.311, 0.200, -0.391], [-0.399, 1.074, -1.043], [-0.598, 0.169, 0.640], [-0.574, -0.183, -0.135], [0.013, -0.078, 0.571], [0.188, 0.294, 0.271], [0.251, -0.014, -0.132], [-0.826, 0.040, 0.195], [0.023, -0.261, -0.290], [0.015, 0.317, -0.126], [-0.080, 0.253, 0.279], [-0.059, 0.117, -0.367], [-0.106, -0.353, -0.014], [-0.011, 0.146, -0.152], [0.253, 0.144, -0.171], [0.041, 0.241, 0.259], [0.021, -0.017, -0.322], [-0.070, -0.162, 0.149], [0.280, -0.093, -0.192]],
  "mulliken_charge": [-0.24, -1.10, -0.36, 0.42, -1.09, -0.04, 0.49, 0.52, 0.39, 0.42, 0.82, -0.58, -0.46, -0.59, -0.41, 0.41, -0.53, -0.66, 0.52, 0.55, 0.40, 0.38, -1.04, 0.31, -1.02, -1.07, 0.24, 0.31, 0.27, 0.33, 0.27, 0.25, 0.28, 0.29, 0.29]
}


2.
{
  "formula": "C13H19ClMnN2O2S",
  "method": "wB97M-V/def2-TZVPD",
  "energy_ha": -2775.4310,
  "spin_multiplicity": 4,
  "homo_lumo_gap_ev": [6.50, 6.50],
  "lumo_energy_ev": [-9.008, -9.805],
  "s_squared": 3.962,
  "de_lowest_kcal_mol": 3.2,
  "charge": 2,
  "symbols": ["Cl", "C", "C", "C", "H", "C", "C", "H", "H", "H", "C", "Mn", "C", "C", "O", "O", "H", "H", "H", "C", "C", "N", "C", "S", "N", "C", "C", "H", "H", "H", "H", "H", "H", "H", "H", "H", "H", "H", "H"],
  "xyz": [[-0.16894, 0.20662, -3.36287], [-3.23415, 1.39681, -1.53547], [-3.15257, 0.27483, -0.61748], [-2.92029, -0.90674, -1.37551], [-3.37569, 0.29460, 0.44175], [-2.83290, -0.55998, -2.75346], [-3.00381, 0.87391, -2.86264], [-3.10268, 1.40778, -3.79749], [-3.53033, 2.40665, -1.28137], [-2.92007, -1.92823, -1.00988], [-2.66157, -1.51871, -3.87285], [-1.34877, 0.67767, -1.61045], [-1.15146, 1.49511, 0.11424], [-0.24879, 2.21693, -1.67579], [-1.03954, 1.98765, 1.16853], [0.80364, 2.74347, -1.60342], [-2.13963, -2.41977, -3.53486], [-2.09395, -1.05687, -4.68251], [-3.63807, -1.80873, -4.27511], [3.51209, 1.78167, 1.55824], [2.10808, 1.23850, 1.67927], [1.78660, 0.40462, 0.49037], [0.94198, -0.64066, 0.57046], [-0.12938, -1.01371, -0.73327], [0.99576, -1.49021, 1.60569], [2.24575, -1.80421, 2.34075], [1.96983, -1.87098, 3.82652], [4.23845, 0.96701, 1.46571], [3.74957, 2.35926, 2.45467], [3.60389, 2.44566, 0.69300], [1.97963, 0.62212, 2.57613], [1.37067, 2.05279, 1.74098], [1.73118, 0.94628, -0.37998], [0.34255, -2.27834, 1.54404], [2.59806, -2.77878, 1.97547], [2.99769, -1.04904, 2.09133], [1.36905, -2.75270, 4.07176], [2.90923, -1.94274, 4.38002], [1.43889, -0.97954, 4.17548]],
  "forces_ev_per_angstrom": [[0.616, 0.359, -1.179], [-1.281, -0.233, -1.748], [-1.167, -0.962, -0.593], [-1.290, 0.350, 0.077], [0.148, 0.118, -0.037], [-0.619, 0.022, 0.152], [-1.703, 0.330, 1.337], [0.373, 0.146, 0.098], [0.119, -0.041, -0.034], [0.307, 0.273, 0.092], [0.339, 0.019, -0.014], [1.248, -3.608, -0.054], [0.132, 1.596, 7.011], [7.325, 6.664, -1.446], [-0.416, -1.872, -4.732], [-4.703, -2.472, -0.106], [-0.150, 0.125, -0.107], [-0.147, -0.110, 0.014], [-0.029, 0.076, 0.153], [0.173, 0.076, 0.189], [0.157, -0.048, 0.197], [-1.287, 0.321, -0.006], [0.758, 0.181, 0.803], [0.467, -1.177, 0.747], [-0.020, -0.166, -1.402], [0.179, -0.065, 0.141], [0.020, -0.011, 0.332], [-0.084, 0.188, -0.008], [0.043, -0.022, -0.140], [0.051, -0.114, 0.101], [0.038, 0.270, -0.275], [0.215, -0.199, -0.058], [0.232, -0.574, 0.471], [0.164, 0.572, 0.129], [-0.036, 0.293, -0.010], [-0.197, -0.316, 0.002], [0.057, 0.175, 0.004], [-0.111, -0.051, -0.079], [0.079, -0.111, -0.023]],
  "mulliken_charge": [-0.13, -0.74, -0.40, -0.67, 0.63, 1.09, -0.38, 0.50, 0.57, 0.58, -1.24, -0.43, 0.53, 0.58, -0.22, -0.21, 0.36, 0.41, 0.35, -1.21, -0.24, -0.04, 0.33, -0.15, -0.11, -0.55, -1.11, 0.32, 0.39, 0.35, 0.18, 0.28, 0.30, 0.35, 0.41, 0.29, 0.37, 0.35, 0.30]
}


3.
{
  "formula": "C13H19ClN2NiO3S",
  "method": "wB97M-V/def2-TZVPD",
  "energy_ha": -3208.4921,
  "spin_multiplicity": 3,
  "homo_lumo_gap_ev": [7.58, 7.54],
  "lumo_energy_ev": [0.390, 0.137],
  "s_squared": 2.013,
  "de_lowest_kcal_mol": 21.4,
  "symbols": ["Ni", "C", "C", "N", "O", "C", "C", "N", "O", "H", "H", "H", "H", "H", "H", "H", "C", "C", "C", "C", "C", "C", "C", "S", "C", "O", "H", "H", "H", "H", "H", "H", "H", "H", "H", "H", "Cl", "C", "H", "H"],
  "xyz": [[2.00201, 0.32740, 1.67775], [-2.15484, 1.56481, 1.04553], [-0.80485, 1.01870, 1.37871], [0.30795, 1.49953, 0.92564], [0.21233, 2.62935, 0.10457], [-0.69714, -0.11598, 2.26461], [-1.89517, -0.86598, 2.77196], [0.50629, -0.43587, 2.65749], [0.80486, -1.40539, 3.40001], [-2.06555, 2.42683, 0.39189], [-2.66967, 1.85517, 1.95926], [-2.74724, 0.80138, 0.54552], [1.13081, 2.86276, -0.09540], [-2.55374, -1.16858, 1.96101], [-2.47294, -0.25866, 3.46712], [-1.53518, -1.74719, 3.30041], [-2.57164, 1.06953, -3.50901], [-1.47380, 0.40420, -2.73811], [-1.74331, -0.64008, -1.86060], [-0.73350, -1.21405, -1.10603], [0.56183, -0.74662, -1.24275], [0.85379, 0.26678, -2.13761], [-0.15968, 0.83744, -2.88240], [1.84807, -1.26847, -0.07946], [2.40545, -2.76173, -0.99685], [2.92288, -0.26449, -0.26521], [-3.54949, 0.77087, -3.14277], [-2.50735, 0.80513, -4.56315], [-2.48878, 2.15138, -3.43194], [-2.75859, -0.99314, -1.74958], [-0.95143, -2.00089, -0.39787], [1.87378, 0.61913, -2.20663], [0.06061, 1.64676, -3.56347], [2.66794, -2.49826, -2.01297], [1.60103, -3.48710, -0.97359], [3.27307, -3.14521, -0.47093], [3.24859, 1.74888, 2.87264], [3.76845, 0.08004, 2.74973], [3.76539, -0.39713, 3.72506], [4.71877, 0.02873, 2.22744]],
  "forces_ev_per_angstrom": [[0.288, 0.320, 0.409], [0.210, 0.223, -0.123], [0.584, 0.594, -0.339], [0.273, -0.461, 0.064], [-0.115, 0.031, 0.009], [-0.783, -0.624, 0.592], [0.266, 0.147, -0.057], [0.823, 0.193, -0.189], [-0.613, -0.284, 0.319], [-0.051, 0.015, -0.005], [-0.074, -0.019, 0.051], [-0.064, -0.075, 0.014], [-0.228, -0.232, 0.179], [-0.131, -0.080, -0.082], [-0.140, 0.007, 0.101], [-0.038, 0.004, -0.018], [0.001, -0.024, -0.048], [0.017, 0.001, 0.039], [0.059, -0.035, -0.024], [0.113, -0.083, 0.044], [-0.082, -0.132, 0.356], [0.315, -0.013, 0.067], [-0.087, -0.171, 0.054], [-0.802, -1.591, -1.990], [-0.145, 0.384, 0.688], [1.038, 0.916, -0.166], [-0.101, -0.016, 0.013], [-0.046, 0.012, -0.113], [-0.030, 0.091, -0.020], [-0.104, -0.029, 0.020], [-0.100, -0.057, 0.126], [0.031, 0.089, -0.002], [0.049, 0.077, -0.056], [-0.044, 0.263, -0.152], [-0.150, -0.129, -0.011], [0.072, -0.043, 0.126], [0.224, 1.801, 0.708], [-0.359, -1.253, -0.573], [-0.047, 0.124, -0.070], [-0.028, 0.059, 0.059]],
  "mulliken_charge": [-0.31, -1.49, 1.00, 0.27, -0.53, 0.14, -1.52, 0.56, -0.73, 0.42, 0.36, 0.29, 0.36, 0.33, 0.34, 0.40, -1.61, 1.01, -0.86, -0.55, 0.37, -0.54, -0.63, 0.96, -1.16, -0.69, 0.37, 0.35, 0.37, 0.37, 0.40, 0.53, 0.40, 0.37, 0.38, 0.42, -0.20, -0.63, 0.33, 0.34]
}